No. 1
The following is a DFT calculation (wB97M-V/def2-TZVPD) of 4 unconnected molecules or ions with the total composition C19H50ClN4O4PSi in a non-equilibrium geometry.

Each line ends with the Löwdin charge.
Cartesian coordinates (Å):
C -3.843 2.332 3.692  -0.19
C -2.995 3.323 2.700  -0.35
Si -1.735 2.446 1.541  0.29
C -0.186 1.913 2.554  -0.22
C -0.406 0.621 3.538  -0.61
N 0.966 -0.081 3.621  0.03
N -0.892 1.066 4.901  0.06
N -1.373 -0.424 3.028  0.01
N -2.400 1.112 0.542  -0.07
C -3.672 1.362 0.093  -0.34
C -4.031 2.196 -1.311  -0.08
C -5.018 0.789 0.903  -0.09
P -1.016 4.028 0.127  0.47
O -2.297 5.162 -0.235  -0.46
Cl -0.412 2.931 -1.618  0.14
H -5.000 2.531 3.480  0.08
H -3.546 1.216 3.490  0.06
H -3.655 2.619 4.813  0.08
H -2.355 4.036 3.413  0.09
H -3.708 4.071 2.101  0.08
H 0.089 2.827 3.267  0.10
H 0.730 1.814 1.812  0.09
H 1.179 -0.362 4.604  0.06
H 1.708 0.616 3.350  0.06
H -1.244 2.052 4.841  0.06
H -0.101 1.106 5.588  0.05
H -1.564 -1.138 3.792  0.09
H -0.934 -1.017 2.262  0.09
H -3.777 1.421 -2.183  0.10
H -3.335 3.119 -1.487  0.04
H -5.177 2.444 -1.407  0.08
H -5.706 0.283 0.089  0.08
H -4.735 -0.045 1.701  0.09
H -5.663 1.667 1.371  0.08
H -3.203 4.789 -0.020  0.03
C 2.568 -0.006 10.003  -0.08
C 2.556 -0.547 8.583  -0.28
O 1.726 0.197 7.696  -0.18
C 2.062 1.570 7.510  -0.28
C 3.448 1.780 6.929  -0.08
H 1.549 0.062 10.397  0.08
H 3.156 -0.659 10.656  0.08
H 3.006 0.996 10.051  0.07
H 2.157 -1.567 8.602  0.12
H 3.572 -0.619 8.181  0.11
H 1.936 2.122 8.447  0.11
H 1.325 1.977 6.809  0.10
H 4.230 1.432 7.613  0.07
H 3.626 2.843 6.735  0.08
H 3.564 1.225 5.994  0.08
C 1.597 -0.533 -6.086  -0.08
C 1.788 -1.335 -4.810  -0.27
O 2.930 -0.942 -4.055  -0.16
C 2.953 0.405 -3.590  -0.28
C 1.802 0.744 -2.660  -0.13
H 2.499 -0.574 -6.706  0.08
H 0.755 -0.928 -6.664  0.07
H 1.392 0.521 -5.876  0.07
H 1.939 -2.387 -5.078  0.11
H 0.890 -1.301 -4.185  0.11
H 2.998 1.098 -4.436  0.11
H 3.893 0.527 -3.039  0.12
H 0.837 0.684 -3.174  0.05
H 1.910 1.762 -2.272  0.03
H 1.767 0.046 -1.819  0.09
C 2.372 -4.207 -8.763  -0.08
C 1.526 -4.825 -7.663  -0.28
O 0.250 -4.211 -7.513  -0.17
C -0.616 -4.256 -8.643  -0.28
C -0.972 -5.666 -9.078  -0.08
H 2.482 -3.129 -8.604  0.08
H 3.368 -4.663 -8.781  0.08
H 1.922 -4.349 -9.750  0.07
H 2.048 -4.699 -6.708  0.11
H 1.413 -5.904 -7.813  0.11
H -0.191 -3.681 -9.471  0.11
H -1.538 -3.740 -8.349  0.12
H -0.091 -6.215 -9.429  0.07
H -1.698 -5.644 -9.898  0.08
H -1.396 -6.232 -8.244  0.08

Calculated values
E_HOMO (eV): -7.73
2S+1: 1
Total energy (eV): -64349.1394
M (g/mol): 493.15
SMILES: CC[Si@@](CC(N)(N)N)(N=C(C)C)P(O)Cl.CCOCC.CCOCC.CCOCC

---

No. 2
The following is a DFT calculation (wB97M-V/def2-TZVPD) of a molecular structure, C19H29N5O3PdS in a non-equilibrium geometry.

Each line ends with the natural charge from an NBO analysis.
Cartesian coordinates (Å):
Pd 0.362 0.487 -1.150  1.09
N 0.613 -0.638 0.758  -0.77
C -0.480 -0.361 1.729  -0.18
C 0.034 0.507 2.909  -0.41
C 0.101 -0.172 4.294  -0.41
C -1.204 -0.012 5.069  -0.22
N -2.363 -0.554 4.348  -0.58
C -2.881 -1.764 4.491  0.68
N -3.766 -2.205 3.589  -0.77
N -2.524 -2.558 5.507  -0.77
C -1.637 0.345 1.052  0.79
O -2.720 0.390 1.645  -0.68
O -1.396 0.900 -0.088  -0.74
H 0.595 -1.579 0.402  0.42
H 1.518 -0.491 1.172  0.40
H -0.872 -1.297 2.104  0.22
H -0.588 1.400 2.990  0.24
H 1.031 0.875 2.649  0.22
H 0.888 0.295 4.889  0.24
H 0.362 -1.231 4.199  0.21
H -1.394 1.045 5.227  0.23
H -1.138 -0.460 6.060  0.21
H -2.615 -0.087 3.477  0.45
H -3.962 -1.644 2.776  0.44
H -4.301 -3.041 3.742  0.43
H -1.967 -2.202 6.260  0.42
H -3.025 -3.410 5.684  0.43
C 4.322 -0.337 -2.669  -0.82
S 2.565 -0.170 -2.950  1.29
O 1.866 -1.052 -1.900  -0.99
C 2.332 1.462 -2.245  -0.34
C 1.875 2.505 -3.058  -0.21
C 1.730 3.770 -2.524  -0.19
C 2.033 4.001 -1.183  -0.18
C 2.491 2.972 -0.377  -0.13
C 2.642 1.689 -0.894  -0.28
H 4.472 -0.556 -1.608  0.25
H 4.817 0.592 -2.962  0.26
H 4.683 -1.163 -3.284  0.27
H 1.677 2.320 -4.110  0.24
H 1.391 4.586 -3.154  0.25
H 1.933 5.002 -0.772  0.25
H 2.773 3.173 0.650  0.23
H 3.092 0.909 -0.306  0.24
N -1.128 1.221 -2.777  -0.75
C -1.026 -0.047 -3.395  0.09
C -0.429 -0.209 -4.639  -0.26
C -0.259 -1.481 -5.155  -0.17
C -0.672 -2.599 -4.433  -0.20
C -1.286 -2.433 -3.206  -0.19
C -1.472 -1.163 -2.682  -0.23
H -1.900 1.312 -2.128  0.44
H -1.052 2.006 -3.403  0.42
H -0.127 0.664 -5.217  0.22
H 0.191 -1.602 -6.135  0.24
H -0.544 -3.592 -4.847  0.24
H -1.646 -3.297 -2.660  0.23
H -2.015 -1.019 -1.763  0.22

Calculated values
E_HOMO (spin up / spin down) (eV): -13.74 / -13.71
2S+1: 1
Total energy (eV): -48068.3094
M (g/mol): 513.96
Energy relative to the best compared isomer or geometry (same formula, charge and spin) (kcal per mole): 31.4
Total charge: +2

---

No. 3
The following is a DFT calculation (wB97M-V/def2-TZVPD) of 2 unconnected molecules or ions with the total composition C4H9N2S in a non-equilibrium geometry.

Each line ends with the natural charge from an NBO analysis.
Cartesian coordinates (Å):
C 2.897 -0.506 0.203  -0.30
C 0.661 -0.892 -0.068  0.54
C -1.753 1.703 -0.166  -0.60
C -1.364 0.326 0.304  -0.22
N 0.328 -2.093 -0.325  -0.77
N 0.134 0.174 0.349  -0.56
S 3.241 1.051 0.264  0.30
H 3.429 -1.474 0.124  0.23
H -2.766 1.843 0.004  0.24
H -1.038 2.342 0.330  0.21
H -1.565 1.759 -1.239  0.21
H -1.795 -0.421 -0.353  0.21
H -1.673 0.344 1.449  0.23
H 1.121 -2.735 -0.605  0.43
H -0.509 -2.483 -0.690  0.42
H 0.652 1.063 0.419  0.43

Calculated values
E_HOMO (eV): -13.25
2S+1: 1
Total energy (eV): -18099.3378
M (g/mol): 117.20
Energy relative to the best compared isomer or geometry (same formula, charge and spin) (kcal per mole): 96.6
Total charge: +1

---

No. 4
The following is a DFT calculation (wB97M-V/def2-TZVPD) of a single C4H8O2 molecule in a non-equilibrium geometry.

Each line ends with the natural charge from an NBO analysis.
Cartesian coordinates (Å):
C 1.696 -1.251 -0.634  -0.25
C 0.187 0.152 0.414  0.07
C -1.177 -0.100 -0.165  -0.49
C -0.760 1.270 0.228  0.06
H 0.917 -1.863 -1.141  0.17
H 2.035 -1.721 0.300  0.17
H 2.577 -1.202 -1.273  0.19
H 0.279 -0.159 1.471  0.19
H -1.920 -0.665 0.397  0.22
H -1.180 -0.291 -1.254  0.22
H -0.480 1.939 -0.581  0.18
H -2.198 1.981 1.264  0.47
O 1.278 0.089 -0.424  -0.51
O -1.254 1.822 1.398  -0.69

Calculated values
E_HOMO (eV): -9.51
2S+1: 1
Total energy (eV): -8370.8545
M (g/mol): 88.11
Energy relative to the best compared isomer or geometry (same formula, charge and spin) (kcal per mole): 56.0
SMILES: CO[C@@H]1C[C@H]1O

---

No. 5
The following is a DFT calculation (wB97M-V/def2-TZVPD) of a molecular structure, C2H4S3 in a non-equilibrium geometry.

Each line ends with the natural charge from an NBO analysis.
Cartesian coordinates (Å):
C 0.386 0.621 -0.505  -0.61
C 0.503 -0.191 0.640  -0.37
H -1.984 0.129 -1.455  0.15
H 0.589 2.009 -0.273  0.28
H 1.468 0.145 -1.006  0.28
H -0.824 -1.621 2.082  0.16
S -0.734 0.345 -2.113  -0.03
S -1.090 -0.392 1.458  0.01
S 1.686 -1.046 1.172  0.13

Calculated values
E_HOMO (eV): -8.96
2S+1: 1
Total energy (eV): -34641.1766
M (g/mol): 124.25
Energy relative to the best compared isomer or geometry (same formula, charge and spin) (kcal per mole): 70.3

---

No. 6
The following is a DFT calculation (wB97M-V/def2-TZVPD) of 9 unconnected molecules or ions with the total composition H18O9 in a non-equilibrium geometry.

Each line ends with the natural charge from an NBO analysis.
Cartesian coordinates (Å):
H 0.460 -0.275 -0.716  0.47
H -0.467 -0.938 0.290  0.46
H -3.538 -2.296 1.667  0.49
H -3.688 -2.791 3.097  0.46
H 3.429 2.698 -1.818  0.46
H 2.766 3.607 -2.840  0.47
H 1.044 3.738 -3.580  0.47
H 1.119 2.220 -3.601  0.47
H -0.953 -2.839 0.121  0.45
H -1.436 -2.158 -1.149  0.49
H 3.688 1.486 1.787  0.46
H 4.742 2.011 0.827  0.47
H -3.639 1.019 2.656  0.44
H -2.779 1.823 1.695  0.47
H -0.965 -0.090 1.907  0.44
H -2.275 -0.119 2.678  0.47
H 2.157 -3.480 -1.870  0.47
H 1.291 -3.970 -0.721  0.47
O -0.468 -0.485 -0.561  -0.93
O -4.135 -2.265 2.424  -0.95
O 3.103 3.597 -1.937  -0.94
O 1.003 2.983 -4.178  -0.93
O -1.730 -2.741 -0.440  -0.94
O 4.641 1.512 1.645  -0.93
O -3.594 1.310 1.738  -0.90
O -1.918 0.000 1.790  -0.91
O 2.142 -3.558 -0.910  -0.94

Calculated values
E_HOMO (eV): -10.11
2S+1: 1
Total energy (eV): -18717.7234
M (g/mol): 162.13
Energy relative to the best compared isomer or geometry (same formula, charge and spin) (kcal per mole): 101.7
SMILES: O.O.O.O.O.O.O.O.O